--- P ---
The following is a quantum chemistry calculation of the molecule C2H4BrN, from OMol25.

The geometry in ORCA input format:
```
! RIJCOSX wB97M-V def2-TZVPD def2/J DEFGRID3
* xyz 0 1
H -1.52301 -0.20064 1.70532
N -0.66141 0.07872 1.24616
C -0.60365 -0.49697 0.14237
C 0.81764 -0.47925 -0.52154
Br 0.88798 -1.07657 -2.38020
H -1.44877 -1.06980 -0.26679
H 1.53206 -1.04171 -0.06414
H 1.32313 0.46580 -0.64770
*
```

Results
- Frontier orbital gap: 11.203 eV
- SMILES string: [H]/N=C/CBr
- HOMO: -0.3765 Eh

These are the Löwdin partial charges, in e, on atoms 1 to 5: number 1, H, carries 0.0515; number 2, N, carries 0.0796; number 3, C, carries -0.2890; number 4, C, carries -0.5633; number 5, Br, carries 0.5687

--- Q ---
The following is a quantum chemistry calculation of a cluster of 2 separate species, C2H4BrN in total, from OMol25.

The geometry in ORCA input format:
```
! RIJCOSX wB97M-V def2-TZVPD def2/J DEFGRID3
* xyz 0 1
C -1.61068 -0.35186 -0.35391
N -0.87963 -0.90951 0.47940
C -0.64852 0.61432 0.24190
H -2.28698 -0.57499 -1.12862
H 0.22801 0.86906 -0.30387
H -1.04787 1.30432 1.05462
Br 3.49381 0.05153 -0.26909
H 2.75186 -1.00287 0.27957
*
```

Results
- Frontier orbital gap: 11.138 eV
- SMILES string: C1=NC1.Br
- HOMO: -0.3726 Eh

These are the Löwdin partial charges, in e, on atoms 1 to 5: number 1, C, carries -0.1749; number 2, N, carries 0.0848; number 3, C, carries -0.1382; number 4, H, carries 0.0876; number 5, H, carries 0.0314

Most favorable first, least favorable last: P, Q

--- P ---
The following is a quantum chemistry calculation of the molecule C2H4BrN, from OMol25.

The geometry in ORCA input format:
```
! RIJCOSX wB97M-V def2-TZVPD def2/J DEFGRID3
* xyz 0 1
H -0.67970 -2.35847 -0.19866
N -0.07008 -1.57158 -0.24370
C -0.31023 -0.36590 -0.03756
C 0.63386 0.69110 0.03933
Br -2.18095 0.33103 0.07248
H 1.70133 0.53449 -0.26074
H 0.60737 1.04112 1.05230
H 0.29842 1.69821 -0.42345
*
```

Results
- Frontier orbital gap: 10.788 eV
- SMILES string: [H]/N=C(/C)Br
- HOMO: -0.3644 Eh

These are the Löwdin partial charges, in e, on atoms 1 to 5: number 1, H, carries 0.0541; number 2, N, carries 0.1067; number 3, C, carries -0.8270; number 4, C, carries -0.1774; number 5, Br, carries 0.5675

--- Q ---
The following is a quantum chemistry calculation of a cluster of 2 separate species, C2H4BrN in total, from OMol25.

The geometry in ORCA input format:
```
! RIJCOSX wB97M-V def2-TZVPD def2/J DEFGRID3
* xyz 0 1
C 0.50970 -0.03737 -0.12243
C -0.60916 0.91342 -0.01183
N -0.24305 -1.94330 -0.07370
Br 2.27862 0.29500 -0.05319
H -0.77583 1.25532 -0.95492
H -0.25561 1.64247 0.58021
H -1.47625 0.20974 0.25274
H 0.57159 -2.33529 0.38312
*
```

Results
- Frontier orbital gap (spin up / spin down): 10.749 / 7.712 eV
- HOMO (spin up / spin down): -0.3821 / -0.2960 Eh

These are the Löwdin partial charges, in e, on atoms 1 to 5: number 1, C, carries -0.7382; number 2, C, carries -0.1809; number 3, N, carries 0.0858; number 4, Br, carries 0.7412; number 5, H, carries 0.0373

Most favorable first, least favorable last: P, Q

--- P ---
The following is a quantum chemistry calculation of a structure of composition C2H4BrN, from OMol25.

The geometry in ORCA input format:
```
! RIJCOSX wB97M-V def2-TZVPD def2/J DEFGRID3
* xyz 0 1
C 0.45680 0.51447 -0.00625
C -0.79648 -0.91728 0.02638
N 0.11945 1.67813 -0.02396
Br 2.17388 -0.39707 0.00730
H -0.62384 -1.13929 -1.09030
H -1.77470 -0.54962 0.27972
H -0.44876 -1.52398 0.84879
H 0.89364 2.33464 -0.04169
*
```

Results
- Frontier orbital gap: 10.545 eV
- HOMO: -0.3593 Eh

These are the Löwdin partial charges, in e, on atoms 1 to 5: number 1, C, carries -0.7808; number 2, C, carries -0.0449; number 3, N, carries 0.0636; number 4, Br, carries 0.5949; number 5, H, carries 0.0695

--- Q ---
The following is a quantum chemistry calculation of a cluster of 2 separate species, C2H4BrN in total, from OMol25.

The geometry in ORCA input format:
```
! RIJCOSX wB97M-V def2-TZVPD def2/J DEFGRID3
* xyz 0 1
C -0.54828 0.30412 0.53627
C -0.24533 -0.26261 -0.74216
N 0.17791 -0.84805 0.43251
Br 2.74018 0.08336 0.59394
H 0.01053 1.09667 0.73310
H -1.53878 0.30218 1.08332
H -1.11079 -0.87099 -1.17324
H 0.51456 0.19531 -1.46374
*
```

Results
- Frontier orbital gap: 6.903 eV
- HOMO: -0.3651 Eh

These are the Löwdin partial charges, in e, on atoms 1 to 5: number 1, C, carries -0.2800; number 2, C, carries -0.2616; number 3, N, carries 0.0480; number 4, Br, carries 0.0310; number 5, H, carries 0.0342

Most favorable first, least favorable last: P, Q

--- P ---
The following is a quantum chemistry calculation of the molecule C8H10N2O2S, from OMol25.

The geometry in ORCA input format:
```
! RIJCOSX wB97M-V def2-TZVPD def2/J DEFGRID3
* xyz 0 1
C -2.61484 -1.80463 0.59892
O -1.28233 -1.35378 0.44909
C -0.94283 -0.19321 -0.14522
S -1.23316 -0.16604 -1.95656
C -1.57553 1.07519 0.48048
N -1.20237 2.20301 -0.18272
O -2.25777 0.93413 1.48629
C 0.77066 0.01754 -0.00830
C 1.44984 -1.10079 -0.35457
C 2.87570 -0.97389 -0.31936
C 3.40053 0.17121 0.22242
C 2.55065 1.27260 0.35581
N 1.25974 1.20842 0.17528
H -2.70125 -2.13837 1.54537
H -2.97617 -2.63234 -0.15784
H -3.14888 -0.88716 0.50574
H -2.49838 0.52979 -1.77342
H -0.52040 2.04993 -0.97284
H -1.26271 3.02271 0.25545
H 0.99087 -2.01061 -0.57064
H 3.49308 -1.71900 -0.58504
H 4.55103 0.18749 0.29681
H 2.87453 2.30781 0.65486
*
```

Results
- Frontier orbital gap: 9.847 eV
- SMILES string: CO[C@@](S)(C(N)=O)c1ccccn1
- HOMO: -0.3381 Eh

These are the Löwdin partial charges, in e, on atoms 1 to 5: number 1, C, carries -0.0574; number 2, O, carries -0.1721; number 3, C, carries -0.6756; number 4, S, carries 0.8040; number 5, C, carries -0.5353

--- Q ---
The following is a quantum chemistry calculation of the molecule C8H10N2O2S, from OMol25.

The geometry in ORCA input format:
```
! RIJCOSX wB97M-V def2-TZVPD def2/J DEFGRID3
* xyz 0 1
N -0.95322 -0.97398 -1.48905
S -1.86668 -0.73100 -0.31094
O -3.01745 -1.51663 -0.06850
C -2.32621 0.93389 -0.39548
C -1.47744 1.72649 0.59164
N -0.18391 1.57184 0.03590
C 0.70485 0.62948 0.15964
C 1.85496 0.51125 -0.65509
C 2.58005 -0.57127 -0.79768
C 2.18208 -1.75716 -0.03757
C 1.28440 -1.80797 0.94152
C 0.45121 -0.53866 1.20870
O -0.96779 -0.81236 1.14312
H -1.10561 -1.78369 -2.12222
H -3.43218 0.87236 -0.40387
H -2.00311 1.36858 -1.36794
H -1.89627 2.77555 0.50353
H -1.69545 1.41289 1.66159
H 2.06315 1.42649 -1.20732
H 3.43155 -0.69378 -1.46120
H 2.69013 -2.75855 -0.25284
H 1.11334 -2.69055 1.50827
H 0.79441 -0.04216 2.17884
*
```

Results
- Frontier orbital gap: 8.689 eV
- SMILES string: N=[S@]1(=O)CCN=C2C=CC=C[C@@H]2O1
- HOMO: -0.3259 Eh

These are the Löwdin partial charges, in e, on atoms 1 to 5: number 1, N, carries -0.1595; number 2, S, carries 0.6861; number 3, O, carries -0.2870; number 4, C, carries -0.2553; number 5, C, carries -0.2709

Most favorable first, least favorable last: P, Q